Entry 1:
Entry from OMol25: one molecule with the formula C24H32N4O3 at a distorted geometry (wB97M-V/def2-TZVPD).

Results
Kohn-Sham gap = 7.800 eV

Last column: Mulliken charge in e.
Geometry (Å):
C -2.944 -1.082 -0.204  -1.03
C -2.983 0.040 0.834  -0.82
N -2.218 1.202 0.424  0.39
C -0.868 1.191 0.312  0.63
O -0.240 2.107 -0.199  -0.70
C -0.149 0.015 0.867  -0.22
C -0.129 -0.472 2.150  -1.72
C 0.842 -1.502 2.185  0.69
C 1.303 -2.373 3.206  -0.32
O 0.943 -2.454 4.363  -0.70
N 2.337 -3.259 2.724  -0.02
C 2.865 -4.127 3.635  -0.59
C 3.838 -5.006 3.307  -0.61
C 4.328 -5.031 1.981  -0.50
C 3.823 -4.179 1.048  0.93
C 4.294 -4.148 -0.368  -1.40
C 2.792 -3.253 1.411  0.36
N 2.330 -2.444 0.490  -0.41
C 1.385 -1.585 0.892  0.94
N 0.781 -0.665 0.107  0.64
C 1.133 -0.419 -1.266  -1.45
C 2.321 0.540 -1.360  -0.02
C 2.744 0.762 -2.806  -0.68
O 3.919 1.540 -2.817  -0.30
C 4.364 1.846 -4.110  -0.74
C -2.924 2.409 0.010  -0.70
C -3.880 2.171 -1.160  -0.54
C -4.490 3.499 -1.601  -0.85
C -5.223 4.165 -0.440  -0.63
C -4.273 4.385 0.734  -0.77
C -3.663 3.060 1.182  -0.53
H -3.584 -1.900 0.119  0.40
H -1.933 -1.463 -0.318  0.18
H -3.293 -0.727 -1.170  0.29
H -4.015 0.359 0.981  0.49
H -2.613 -0.338 1.788  0.48
H -0.702 -0.128 2.988  0.75
H 2.436 -4.041 4.623  0.46
H 4.236 -5.677 4.049  0.41
H 5.107 -5.730 1.715  0.41
H 5.090 -4.870 -0.527  0.38
H 4.649 -3.150 -0.616  0.29
H 3.465 -4.368 -1.038  0.31
H 0.270 0.006 -1.783  0.36
H 1.394 -1.382 -1.714  0.60
H 3.165 0.125 -0.807  0.25
H 2.046 1.496 -0.914  0.22
H 2.932 -0.206 -3.303  0.40
H 1.944 1.277 -3.362  0.37
H 5.267 2.442 -3.997  0.25
H 4.596 0.936 -4.679  0.29
H 3.613 2.423 -4.665  0.30
H -2.136 3.094 -0.323  0.41
H -4.681 1.491 -0.864  0.28
H -3.334 1.719 -1.991  0.35
H -5.181 3.330 -2.429  0.36
H -3.697 4.161 -1.955  0.36
H -6.053 3.529 -0.121  0.32
H -5.640 5.120 -0.764  0.34
H -4.809 4.844 1.567  0.39
H -3.475 5.066 0.432  0.35
H -4.458 2.403 1.543  0.27
H -2.963 3.225 2.003  0.34

=====

Entry 2:
Entry from OMol25: one molecule with the formula C24H32N4O4 (wB97M-V/def2-TZVPD).

Results
Kohn-Sham gap = 8.995 eV

Last column: Mulliken charge in e.
Geometry (Å):
C -2.496 -4.233 0.378  -0.75
O -1.458 -3.382 0.790  -0.24
C -1.906 -2.318 1.600  -0.39
C -0.766 -1.319 1.833  -1.25
N -0.178 -0.815 0.612  0.43
C 0.881 -1.371 -0.017  1.25
O 1.294 -0.917 -1.079  -0.87
C 1.534 -2.570 0.640  -0.63
C 2.663 -3.162 -0.214  -1.25
C 3.987 -2.442 0.000  0.70
O 4.907 -2.947 0.609  -0.67
N 4.007 -1.199 -0.551  0.00
C 5.015 -0.251 -0.523  0.40
C 6.282 -0.478 0.021  -0.37
C 7.201 0.552 -0.025  -0.54
C 6.842 1.763 -0.601  -0.34
C 5.560 1.883 -1.109  -0.38
N 4.668 0.910 -1.074  -0.46
C -0.773 0.362 -0.013  -0.36
C -0.651 1.613 0.867  -0.34
O -0.491 1.594 2.071  -0.71
N -0.763 2.748 0.153  -0.06
C -0.694 4.075 0.736  0.22
C -2.003 4.820 0.484  -1.41
C 0.501 4.832 0.162  -1.45
C -2.202 0.106 -0.434  -0.08
C -3.285 0.654 0.241  -0.09
C -4.578 0.358 -0.155  -1.03
C -4.820 -0.495 -1.224  1.11
C -6.220 -0.803 -1.659  -1.52
C -3.732 -1.040 -1.896  -1.08
C -2.439 -0.742 -1.511  -0.03
H -2.986 -4.706 1.237  0.30
H -2.042 -4.998 -0.248  0.26
H -3.249 -3.683 -0.200  0.22
H -2.759 -1.823 1.116  0.22
H -2.244 -2.700 2.576  0.52
H -1.158 -0.468 2.392  0.31
H 0.007 -1.792 2.438  0.60
H 1.931 -2.274 1.615  0.34
H 0.762 -3.324 0.795  0.36
H 2.815 -4.205 0.065  0.40
H 2.386 -3.108 -1.268  0.42
H 3.145 -0.878 -1.000  0.20
H 6.518 -1.433 0.459  0.45
H 8.191 0.411 0.384  0.41
H 7.537 2.587 -0.653  0.37
H 5.221 2.803 -1.568  0.38
H -0.166 0.527 -0.914  0.65
H -0.882 2.697 -0.847  0.37
H -0.554 3.919 1.810  0.33
H -2.843 4.261 0.888  0.33
H -2.160 4.959 -0.584  0.35
H -1.975 5.796 0.960  0.44
H 0.375 4.985 -0.908  0.34
H 0.594 5.802 0.642  0.42
H 1.417 4.271 0.329  0.38
H -3.121 1.303 1.088  0.48
H -5.411 0.791 0.381  0.39
H -6.534 -0.097 -2.428  0.28
H -6.914 -0.722 -0.825  0.39
H -6.285 -1.805 -2.078  0.40
H -3.901 -1.706 -2.731  0.40
H -1.601 -1.176 -2.035  0.47

=====

Entry 3:
Entry from OMol25: one molecule with the formula C24H32N4O4 (wB97M-V/def2-TZVPD).

Results
Kohn-Sham gap = 9.194 eV

Last column: Mulliken charge in e.
Geometry (Å):
C 6.079 1.928 2.416  -0.89
O 4.722 1.703 2.717  -0.45
C 3.803 1.842 1.728  0.87
C 4.087 2.211 0.417  -0.35
C 3.065 2.317 -0.508  -0.99
C 1.752 2.054 -0.144  -0.32
N 0.741 2.190 -1.115  0.91
N 0.731 3.284 -1.883  -1.37
C -0.288 3.150 -2.698  -1.33
C -0.966 1.932 -2.473  1.66
C -2.170 1.443 -3.169  0.46
O -2.952 0.644 -2.678  -0.69
N -2.321 1.976 -4.407  -0.11
C -3.402 1.743 -5.320  -0.17
C -4.812 1.563 -4.845  -0.57
C -4.065 0.403 -5.438  -0.55
C -0.264 1.336 -1.426  -1.33
C -0.409 -0.002 -0.788  0.81
C -1.689 -0.089 0.066  -0.61
C -2.059 -1.564 0.289  -1.21
N -0.876 -2.393 0.222  0.09
C -0.087 -2.638 1.299  0.87
O 1.016 -3.134 1.215  -0.68
O -0.708 -2.297 2.444  -0.28
C -0.082 -2.559 3.719  1.66
C 1.212 -1.755 3.846  -1.62
C 0.179 -4.054 3.896  -1.76
C -1.112 -2.074 4.742  -1.82
C -0.293 -2.470 -1.104  -1.13
C -0.442 -1.127 -1.831  -0.96
C 1.459 1.711 1.173  0.31
C 2.476 1.602 2.094  -0.72
H 6.619 1.751 3.344  0.24
H 6.252 2.957 2.087  0.35
H 6.440 1.234 1.650  0.35
H 5.098 2.418 0.103  0.41
H 3.278 2.611 -1.524  0.47
H -0.515 3.937 -3.391  0.55
H -1.606 2.607 -4.730  0.25
H -3.251 2.306 -6.233  0.43
H -5.603 2.027 -5.414  0.30
H -4.979 1.541 -3.781  0.16
H -4.331 0.055 -6.424  0.29
H -3.748 -0.370 -4.759  0.15
H 0.466 -0.173 -0.150  0.67
H -2.504 0.407 -0.459  0.33
H -1.530 0.412 1.022  0.34
H -2.737 -1.903 -0.498  0.44
H -2.543 -1.705 1.254  0.50
H 1.928 -2.079 3.096  0.36
H 1.642 -1.901 4.833  0.53
H 1.006 -0.697 3.701  0.29
H 0.908 -4.395 3.167  0.38
H 0.560 -4.244 4.896  0.48
H -0.745 -4.612 3.757  0.39
H -0.730 -2.212 5.749  0.43
H -2.038 -2.633 4.633  0.42
H -1.327 -1.020 4.584  0.39
H -0.785 -3.269 -1.670  0.35
H 0.759 -2.734 -0.975  0.42
H -1.388 -1.080 -2.368  0.24
H 0.369 -1.006 -2.551  0.52
H 0.436 1.554 1.477  0.36
H 2.273 1.340 3.120  0.49

=====

no.,HOMO level (eV)
1,-7.531
2,-8.377
3,-8.452